1.
A structure of composition C12H8IN2NiS2SbSe4 in a non-equilibrium geometry, computed with the ωB97M-V functional and the def2-TZVPD basis.

Element x y z (Å)
Ni: -0.330796 1.464957 -0.487862
Se: -6.304768 -1.035081 0.665632
Sb: -4.601404 -0.397405 2.247599
Se: -2.488729 1.333396 0.692073
Se: -2.276716 2.757856 -1.127409
Se: -3.555055 -2.344870 3.192796
S: 1.193056 1.476236 -2.210395
C: 1.741356 1.317285 -0.603637
N: 1.329992 0.366929 0.232922
C: 1.859219 0.553545 1.502994
C: 1.565001 -0.249788 2.601005
C: 2.162420 0.029824 3.817118
C: 3.051232 1.097900 3.950451
C: 3.343685 1.910914 2.866379
C: 2.741323 1.635993 1.646707
S: 2.859045 2.487712 0.131074
H: 0.851589 -1.055999 2.488314
H: 1.923506 -0.579423 4.679511
H: 3.505351 1.303780 4.912084
H: 4.021036 2.749641 2.972003
I: 1.601344 -2.442801 -4.496980
C: -0.132180 -1.786519 -3.528408
C: -1.195179 -1.281082 -4.255623
C: -2.302811 -0.833554 -3.555577
C: -2.295307 -0.910997 -2.169080
N: -1.264302 -1.390958 -1.482124
C: -0.198006 -1.817330 -2.143945
H: -1.152063 -1.221308 -5.335319
H: -3.156489 -0.415134 -4.071184
H: -3.134021 -0.555002 -1.580113
H: 0.638671 -2.168719 -1.551008

Forces on atoms 1 to 6 (eV/Å):
Ni -1.1 -0.1 -0.2
Se -0.1 0.0 -0.1
Sb -0.3 -0.1 0.1
Se 0.9 0.5 -0.2
Se 0.4 -0.4 0.2
Se 0.1 -0.1 0.1

Calculated values
F_max   1.11 eV/A
Charge   -2
Orbital gap (alpha / beta)   4.78 / 4.80 eV

---

2.
A structure of composition C12H8N2O4Ti in a non-equilibrium geometry, computed with the ωB97M-V functional and the def2-TZVPD basis.

Element x y z (Å)
Ti: 0.465111 -0.135709 -0.267710
O: -1.452576 -1.471636 -2.235165
C: -0.712594 -0.973648 -1.504757
C: 1.468815 0.757190 1.079408
O: 2.047863 1.305913 1.911645
C: 0.367863 1.481769 -1.269254
O: 0.290126 2.466696 -1.863721
C: 0.598954 -1.764842 0.710270
O: 0.660926 -2.745162 1.314093
C: 4.372973 -1.715339 -3.204742
H: 4.242230 -2.791755 -3.184095
H: 4.131108 -1.223464 -4.140429
C: 5.166549 -1.085833 -2.264440
H: 5.557620 -0.091533 -2.449974
H: 5.668880 -1.659798 -1.493621
N: -4.743988 3.602221 1.021341
C: -4.024611 2.710270 1.151064
C: -3.158177 1.596140 1.338298
C: -3.489422 0.633791 2.287188
C: -2.660944 -0.450461 2.431077
C: -1.581118 -0.574927 1.619163
N: -1.222110 0.346540 0.720775
C: -1.985781 1.458652 0.574596
H: -4.373299 0.728831 2.900517
H: -2.854304 -1.203211 3.167341
H: -1.074855 -1.428430 1.766621
H: -1.705236 2.227732 -0.115488

Forces on atoms 1 to 6 (eV/Å):
Ti 1.4 -0.2 -1.1
O 2.7 1.9 2.8
C -6.4 -4.7 -7.0
C 5.7 5.1 7.5
O -2.2 -2.1 -3.1
C -0.3 7.3 -4.6

Calculated values
Relative energy (zero: lowest compared OMol25 entry of this formula, charge and spin)   116.9 kJ/mol
Spin multiplicity   3
F_max   10.70 eV/A
Charge   +2
Orbital gap (alpha / beta)   4.20 / 3.60 eV

---

3.
A structure of composition C12H9CoN4OS2, computed with the ωB97M-V functional and the def2-TZVPD basis.

Element x y z (Å)
Co: 0.671214 -0.773464 -1.520094
S: -1.561153 -1.389545 -1.527603
C: -1.493704 -1.083202 -3.223603
S: 0.049349 -0.478760 -3.692740
C: -2.536066 -1.303870 -4.100557
C: -2.398726 -1.065321 -5.502692
N: -2.296577 -0.885342 -6.637533
C: -3.802099 -1.784795 -3.639265
N: -4.829554 -2.163670 -3.276655
O: 3.148312 -1.670795 -0.928417
N: 2.136336 -1.589923 -1.481791
C: -0.276160 -1.688822 1.933837
C: 0.246136 -0.323641 2.266433
C: 0.260847 0.160205 3.559228
C: 0.733071 1.439054 3.845638
C: 1.195168 2.259338 2.818111
C: 1.203140 1.829530 1.506692
C: 1.685554 2.702360 0.386608
C: 0.735107 0.509872 1.208476
N: 0.761117 0.079896 -0.042694
H: -0.596971 -2.212600 2.834033
H: 0.485663 -2.284166 1.426184
H: -1.119741 -1.621042 1.244950
H: -0.107126 -0.469539 4.361925
H: 0.734354 1.798512 4.867087
H: 1.557153 3.255656 3.047350
H: 2.045377 3.658282 0.766765
H: 0.882667 2.882058 -0.330879
H: 2.487311 2.213733 -0.168795

Forces on atoms 1 to 6 (eV/Å):
Co -0.1 -0.2 0.3
S 0.3 0.0 -0.1
C -0.1 0.0 -0.1
S 0.2 0.0 0.1
C -0.2 0.0 -0.1
C 0.0 0.0 0.2

Calculated values
Spin multiplicity   2
F_max   0.58 eV/A
Charge   -1
Orbital gap (alpha / beta)   7.11 / 6.28 eV

---

4.
The molecule C12H9N in a non-equilibrium geometry, computed with the ωB97M-V functional and the def2-TZVPD basis.

Element x y z (Å)
C: 0.230673 -1.986564 -2.649269
C: 0.679341 -0.724615 -2.428949
C: -0.458987 -2.623254 -1.592954
C: 0.723075 -0.178410 -1.113715
C: 0.072589 -0.911891 -0.076918
C: -0.013254 -0.197759 1.151621
C: 0.126508 1.126434 1.330473
C: -0.706081 -0.381226 3.549141
C: -0.546679 0.408300 2.411151
C: 1.346915 1.202403 -0.755690
C: -1.844632 0.560909 3.224070
C: 0.644995 2.070811 0.355815
N: -0.562329 -2.108146 -0.361107
H: 0.297962 -2.326533 -3.609815
H: 1.004820 -0.150845 -3.183307
H: -0.952288 -3.479293 -1.677514
H: 2.353619 0.950209 -0.288874
H: 1.260782 1.613909 -1.748719
H: -2.772456 0.023914 3.009423
H: -1.968223 1.552531 3.732399
H: -0.230788 2.816030 0.035203
H: 1.314438 2.743086 0.687534

Forces on atoms 1 to 6 (eV/Å):
C -1.3 0.3 2.6
C -0.1 -0.1 4.4
C 2.4 4.1 1.0
C -1.0 -0.4 1.1
C -0.4 -1.7 -2.8
C -0.1 3.0 0.1

Calculated values
Relative energy (zero: lowest compared OMol25 entry of this formula, charge and spin)   925.0 kJ/mol
F_max   4.88 eV/A
Orbital gap (alpha / beta)   7.67 / 7.67 eV

---

5.
The ion C12H9N4O5 with charge -1 in a non-equilibrium geometry, computed with the ωB97M-V functional and the def2-TZVPD basis.

Element x y z (Å)
C: 2.584991 -2.533844 0.878499
C: 2.004528 -1.216163 1.349287
C: 2.652257 -0.011867 1.016161
C: 2.125137 1.221561 1.376977
C: 0.868297 1.336043 2.029724
O: 0.445144 2.613257 2.029615
C: 0.259164 0.135805 2.491953
C: 0.830683 -1.110263 2.126332
H: 2.028900 -3.398594 1.253419
H: 2.605124 -2.585783 -0.211497
H: 3.628202 -2.634257 1.192470
H: 3.586459 -0.038591 0.439811
H: 2.603999 2.171075 1.116444
H: -0.632999 0.173150 3.129742
H: 0.313503 -2.028530 2.479072
O: 1.298098 4.441012 4.194792
N: 0.730692 3.569529 4.930373
C: -0.435967 2.927760 4.423806
C: -0.673805 3.210166 2.972076
C: -1.956309 2.658869 2.552615
N: -2.755511 3.136088 1.568520
O: -2.644033 3.895217 0.614819
O: -4.058526 2.496385 1.821797
N: -3.959020 1.627355 2.877019
C: -2.729037 1.840400 3.442006
N: -2.296998 1.376097 4.624172
C: -1.220445 2.036306 5.141380
O: 1.132740 3.295955 6.095357
H: -0.581774 4.319992 2.709189
H: -0.889493 1.761252 6.147742

Forces on atoms 1 to 6 (eV/Å):
C 0.0 0.1 0.2
C -0.6 0.5 0.4
C -0.1 0.1 0.1
C -0.5 -0.2 -0.1
C 0.7 -1.1 -0.2
O -1.3 1.0 1.3

Calculated values
Structure (SMILES)   Cc1ccc(O[C@@H]2C(=[N+]([O-])[O-])C=Nc3no[n+]([O-])c32)cc1
F_max   3.10 eV/A
Charge   -1
Orbital gap   7.75 eV

---

6.
A structure of composition C13H10AlCl41N, computed with the ωB97M-V functional and the def2-TZVPD basis.

Element x y z (Å)
N: -5.787823 -2.287523 1.449691
C: -5.886585 -3.411517 0.516158
C: -5.065000 -3.211326 -0.772505
C: -3.988865 -2.113701 -0.684099
Al: -2.512276 -2.483496 0.668634
Cl: -2.517407 -0.810290 2.237390
H: -6.082797 -2.633915 2.345084
H: -6.473531 -1.588571 1.233434
H: -5.564738 -4.320929 1.000954
H: -6.933649 -3.525210 0.215458
H: -4.553171 -4.140991 -1.016730
H: -5.743633 -2.997176 -1.601155
H: -4.412540 -1.125331 -0.568652
H: -3.501209 -2.095655 -1.667852
H: -1.092846 -2.411823 -0.101597
H: -2.685776 -3.896190 1.395649
C: -4.129757 -6.985621 -2.859737
Cl: -2.756775 -6.087725 -2.206525
Cl: -4.072606 -8.659258 -2.278817
Cl: -5.635760 -6.228604 -2.329614
Cl: -4.055589 -6.976519 -4.630510
C: -2.419359 2.499697 -0.449573
Cl: -1.316321 1.134433 -0.630990
Cl: -1.780767 3.885066 -1.357260
Cl: -4.005765 2.075606 -1.098110
Cl: -2.566363 2.930828 1.258858
C: 1.496955 4.465995 -3.804692
Cl: 1.061443 3.303058 -5.063109
Cl: 0.138456 5.562974 -3.518816
Cl: 1.855436 3.613134 -2.298692
Cl: 2.917609 5.391569 -4.320364
C: 4.446057 0.234946 -2.422191
Cl: 5.703278 -0.744240 -3.197037
Cl: 4.793965 0.400116 -0.694286
Cl: 4.412901 1.843636 -3.164447
Cl: 2.875162 -0.547727 -2.625888
C: 5.612581 1.913795 3.442707
Cl: 5.232804 0.698397 2.214395
Cl: 4.239301 3.009443 3.632043
Cl: 5.945059 1.106987 4.981508
Cl: 7.040220 2.832946 2.939740
C: 1.422092 -0.278111 -6.835910
Cl: -0.284156 -0.272978 -6.373332
Cl: 2.381630 0.424742 -5.529354
Cl: 1.950821 -1.942005 -7.130568
Cl: 1.636146 0.679035 -8.312649
C: -4.275908 4.554290 -4.432888
Cl: -2.600721 5.063716 -4.170271
Cl: -4.740026 4.888600 -6.112296
Cl: -4.416012 2.823288 -4.111322
Cl: -5.344149 5.446619 -3.337593
C: 0.308998 2.880073 4.040316
Cl: -0.368015 1.470430 3.231927
Cl: 1.574074 2.372876 5.176172
Cl: 1.012490 3.978406 2.836673
Cl: -0.969465 3.727158 4.928312
C: 9.355411 -1.036734 3.407573
Cl: 9.536741 0.045770 4.795711
Cl: 10.792268 -2.061989 3.267579
Cl: 7.925797 -2.051582 3.635952
Cl: 9.167407 -0.080407 1.932092
C: 2.740381 0.349237 8.984975
Cl: 3.425210 1.069822 7.523198
Cl: 1.363029 1.317158 9.527159
Cl: 2.202886 -1.297447 8.633418
Cl: 3.972749 0.310749 10.256671

Forces on atoms 1 to 6 (eV/Å):
N 0.2 -0.5 0.3
C -0.3 0.5 -0.8
C 0.4 0.6 0.2
C 0.6 -0.6 0.0
Al -0.5 0.6 -0.2
Cl 0.1 -0.2 -0.2

Calculated values
F_max   0.99 eV/A
Charge   -1
Orbital gap   6.35 eV

---

Q: Which of these has the highest F_max?
A: C12H8N2O4Ti